(1)
Density functional theory data (ωB97M-V with the def2-TZVPD basis set) for a cluster of 2 separate species, C10H20FIO2Si in total.

Values from the calculation:
orbital gap	9.542	eV
total charge	0

Each line ends with the Mulliken charge.
Cartesian coordinates (Å):
C 4.314 -1.701 1.530  -1.39
C 3.155 -0.990 2.224  0.52
F 2.022 -1.798 2.089  -0.34
C 2.867 0.413 1.677  -0.95
Si 1.233 0.557 0.728  0.55
C -0.234 1.067 1.815  -0.91
C -1.211 -0.026 2.296  -0.39
C -1.423 -1.201 1.348  -1.03
I -0.566 -0.802 4.215  -0.04
H 5.006 -0.994 1.105  0.39
H 4.842 -2.318 2.242  0.34
H 3.919 -2.323 0.735  0.34
H 3.383 -0.928 3.280  0.20
H 3.663 0.666 0.991  0.36
H 2.936 1.128 2.490  0.45
H 1.436 1.643 -0.254  -0.27
H 0.997 -0.665 -0.060  -0.14
H -0.819 1.845 1.346  0.41
H 0.198 1.510 2.705  0.56
H -2.165 0.425 2.504  0.56
H -0.679 -1.964 1.528  0.35
H -1.453 -0.890 0.311  0.07
H -2.384 -1.648 1.578  0.40
O -0.969 1.837 -1.308  -0.55
C -1.565 1.263 -2.172  0.52
O -1.357 -0.045 -2.455  -0.36
C -2.136 -0.438 -3.600  -0.41
C -3.271 0.575 -3.676  -0.51
C -2.609 1.832 -3.114  -0.46
H -1.490 -0.406 -4.480  0.26
H -2.483 -1.458 -3.455  0.32
H -3.673 0.691 -4.680  0.33
H -4.086 0.265 -3.021  0.27
H -2.097 2.408 -3.887  0.28
H -3.300 2.473 -2.576  0.31



(2)
Density functional theory data (ωB97M-V with the def2-TZVPD basis set) for a cluster of 2 separate species, C10H20INO in total in a non-equilibrium geometry.

Values from the calculation:
orbital gap	9.957	eV
total charge	0

Each line ends with the Mulliken charge.
Cartesian coordinates (Å):
O 1.562 3.398 -2.509  -0.49
C 1.995 2.368 -2.797  0.39
N 3.295 1.909 -2.577  -0.36
C 3.217 0.438 -2.350  -0.64
C 1.717 0.134 -2.366  -0.39
C 1.302 1.135 -3.428  -0.55
I -0.762 1.536 -3.717  0.10
H 3.659 2.373 -1.749  0.31
H 3.723 0.083 -1.473  0.33
H 3.690 0.012 -3.224  0.32
H 1.371 0.581 -1.443  0.09
H 1.438 -0.888 -2.498  0.41
H 1.868 0.983 -4.334  0.48
C -0.986 1.234 0.299  -1.10
C -0.236 0.204 1.140  -0.45
C -0.720 -1.228 0.918  -0.51
C -2.180 -1.481 1.294  -0.78
C -2.539 -1.152 2.742  -0.38
C -1.776 -1.991 3.763  -1.20
H -2.046 1.268 0.554  0.42
H -0.575 2.232 0.459  0.37
H -0.900 1.004 -0.766  0.02
H -0.309 0.470 2.198  0.41
H 0.828 0.250 0.889  0.32
H -0.074 -1.911 1.479  0.35
H -0.585 -1.487 -0.138  0.26
H -2.408 -2.534 1.102  0.39
H -2.832 -0.908 0.629  0.32
H -3.610 -1.323 2.877  0.38
H -2.372 -0.091 2.941  0.23
H -1.957 -3.056 3.604  0.29
H -2.096 -1.746 4.776  0.38
H -0.701 -1.816 3.707  0.28



(3)
Density functional theory data (ωB97M-V with the def2-TZVPD basis set) for a cluster of 2 separate species, C10H20N2 in total in a non-equilibrium geometry.

Values from the calculation:
orbital gap	9.197	eV
total charge	0

Each line ends with the Mulliken charge.
Cartesian coordinates (Å):
C -3.637 -1.786 -2.539  -1.38
C -3.213 -2.166 -1.151  1.01
C -3.286 -3.401 -0.644  -1.01
C -2.364 0.178 -0.621  0.05
C 1.147 0.939 2.187  -1.57
C 1.964 1.726 1.150  0.82
C 1.074 2.150 -0.026  -1.36
C 3.236 1.037 0.696  0.68
C 3.092 -0.334 0.071  -1.25
C 4.415 1.635 0.833  -1.04
H -4.374 -0.953 -2.517  0.34
H -4.122 -2.652 -3.015  0.32
H -2.781 -1.432 -3.140  0.34
H -3.054 -3.537 0.426  0.24
H -3.501 -4.314 -1.227  0.26
H -2.390 -1.449 0.581  0.15
H -2.656 0.463 -1.614  0.37
H -1.626 0.615 1.084  0.10
H 0.661 0.053 1.736  0.21
H 0.364 1.602 2.607  0.42
H 1.759 0.601 3.031  0.37
H 2.269 2.652 1.642  0.27
H 1.540 2.939 -0.612  0.35
H 0.131 2.556 0.380  0.38
H 0.868 1.296 -0.698  0.23
H 2.435 -0.288 -0.798  0.27
H 2.618 -1.023 0.772  0.28
H 4.054 -0.766 -0.229  0.39
H 5.336 1.134 0.532  0.27
H 4.505 2.632 1.289  0.27
N -2.697 -1.135 -0.343  -0.22
N -1.769 1.029 0.157  -0.58



(4)
Density functional theory data (ωB97M-V with the def2-TZVPD basis set) for the molecule C10H20N2O2 in a non-equilibrium geometry.

Values from the calculation:
orbital gap	7.562	eV
total charge	0

Each line ends with the Mulliken charge.
Cartesian coordinates (Å):
C 0.823 -0.662 -0.122  -0.31
C -0.454 0.119 0.525  0.45
C 1.251 -1.959 0.252  0.19
C 3.100 0.172 -0.978  -1.05
C 1.292 -0.683 -2.550  -1.32
C 0.752 2.158 0.868  -1.11
C -1.667 2.239 0.452  -0.93
C -2.535 -0.326 1.895  -1.02
C -2.011 -1.756 -0.138  -0.85
C 1.583 0.119 -1.280  0.40
N -0.457 1.424 0.659  0.18
N -1.552 -0.742 0.836  0.08
O 2.027 -2.728 -0.305  -0.61
O 0.671 -2.444 1.461  -0.60
H 3.333 1.119 -0.364  0.24
H 3.368 -0.714 -0.378  0.27
H 3.666 0.375 -1.977  0.35
H 0.090 -0.719 -2.631  0.20
H 1.691 -1.636 -2.566  0.37
H 1.705 0.016 -3.420  0.37
H 0.460 2.737 1.676  0.53
H 1.539 1.411 1.236  0.30
H 1.194 2.758 0.019  0.26
H -2.548 1.500 0.237  0.25
H -1.820 2.852 1.242  0.37
H -1.597 2.818 -0.467  0.35
H -1.949 0.584 2.344  0.31
H -3.543 0.011 1.475  0.36
H -2.787 -1.031 2.790  0.26
H -1.266 -2.506 -0.502  0.24
H -2.910 -2.175 0.361  0.38
H -2.302 -1.224 -1.094  0.28
H 1.067 1.029 -1.166  0.41
H -0.213 -2.135 1.609  0.39



(5)
Density functional theory data (ωB97M-V with the def2-TZVPD basis set) for the molecule C10H20N2O3.

Values from the calculation:
orbital gap	9.315	eV
total charge	0

Each line ends with the Mulliken charge.
Cartesian coordinates (Å):
C 3.671 0.251 1.375  -1.19
C 3.285 -0.585 0.145  -0.34
C 2.000 -1.404 0.336  -0.44
C 1.175 -1.634 -0.939  -1.05
N -0.118 -0.926 -0.934  -0.09
C -0.032 0.441 -1.389  -0.49
O 0.845 1.157 -0.519  -0.20
C 0.131 1.981 0.285  0.43
O 0.580 2.546 1.223  -0.54
O -1.151 2.030 -0.106  -0.34
C -1.342 1.252 -1.296  0.50
C -2.667 0.506 -1.267  -1.20
C -3.075 -0.388 -0.087  -0.47
C -2.946 0.189 1.325  -0.60
N -1.618 -0.007 1.915  -0.65
H 4.741 0.195 1.584  0.35
H 3.413 1.302 1.239  0.26
H 3.143 -0.088 2.269  0.30
H 3.153 0.074 -0.718  0.21
H 4.109 -1.254 -0.114  0.49
H 2.244 -2.378 0.768  0.48
H 1.366 -0.898 1.067  0.15
H 0.937 -2.693 -1.038  0.40
H 1.763 -1.353 -1.827  0.40
H -0.746 -1.407 -1.572  0.31
H 0.406 0.521 -2.395  0.34
H -1.369 1.941 -2.144  0.36
H -3.442 1.265 -1.403  0.45
H -2.680 -0.092 -2.189  0.31
H -4.128 -0.629 -0.255  0.40
H -2.540 -1.340 -0.117  0.29
H -3.219 1.249 1.318  0.24
H -3.683 -0.320 1.955  0.39
H -0.969 -0.359 1.220  0.20
H -1.239 0.857 2.282  0.34



(6)
Density functional theory data (ωB97M-V with the def2-TZVPD basis set) for the ion C10H20N3 with charge +1 in a non-equilibrium geometry.

Values from the calculation:
orbital gap	8.653	eV
total charge	+1

Each line ends with the Mulliken charge.
Cartesian coordinates (Å):
C -2.364 -0.434 -0.294  -0.37
C -1.893 -1.408 0.537  0.30
C -0.484 -1.231 0.627  1.68
C -0.174 -0.160 -0.176  -1.29
C -2.719 -2.435 1.230  -1.58
C 0.389 -2.103 1.463  -1.83
C 2.260 -0.574 -0.955  -1.67
C -1.581 1.461 -1.606  -1.28
C 1.802 1.207 0.825  -0.89
C 1.319 0.517 -0.471  0.77
N -1.332 0.343 -0.731  0.24
N 1.293 1.624 -1.459  0.00
N 1.176 2.534 0.830  -0.57
H -3.368 -0.235 -0.610  0.39
H -3.548 -2.739 0.596  0.42
H -2.128 -3.312 1.478  0.38
H -3.136 -2.027 2.151  0.30
H -0.082 -2.263 2.430  0.47
H 0.508 -3.077 0.989  0.35
H 1.374 -1.677 1.631  0.39
H 2.427 -1.314 -0.180  0.32
H 1.842 -1.089 -1.816  0.37
H 3.229 -0.154 -1.225  0.55
H -1.173 2.397 -1.218  0.38
H -1.237 1.276 -2.633  0.46
H -2.661 1.592 -1.671  0.31
H 1.549 0.608 1.699  0.35
H 2.888 1.328 0.791  0.49
H 2.195 1.682 -1.938  0.39
H 0.546 1.543 -2.149  0.19
H 1.685 3.200 1.398  0.25
H 0.230 2.469 1.194  0.23
H 1.167 2.451 -0.740  0.50



(7)
Density functional theory data (ωB97M-V with the def2-TZVPD basis set) for a structure of composition C10H20N3O5PSr in a non-equilibrium geometry.

Values from the calculation:
orbital gap	5.734	eV
total charge	+2

Each line ends with the Mulliken charge.
Cartesian coordinates (Å):
Sr -0.096 0.062 0.021  3.92
C -0.693 -1.705 0.726  -0.92
O -1.062 -2.621 1.113  0.12
C 1.667 -0.942 -0.541  -0.52
O 2.557 -1.490 -0.821  0.15
C 0.822 0.427 1.771  -0.60
O 1.247 0.624 2.749  0.14
C -0.817 -0.418 -1.783  -0.60
O -1.265 -0.681 -2.717  0.15
H 0.271 1.742 -0.540  -0.15
H 0.986 1.353 -0.776  0.52
C -4.982 0.065 0.303  -0.68
N -4.582 1.109 1.284  -0.01
C -5.724 1.958 1.677  -0.90
P -3.156 2.067 0.789  0.13
O -2.292 1.144 -0.090  -0.65
N -3.679 3.500 -0.190  -0.02
C -2.572 4.451 -0.446  -0.79
C -4.248 3.082 -1.497  -0.83
N -2.305 2.509 2.315  0.07
C -2.182 1.312 3.185  -0.75
C -0.980 3.150 2.121  -0.64
H -5.814 -0.538 0.698  0.40
H -4.136 -0.609 0.119  0.11
H -5.303 0.517 -0.657  0.26
H -6.543 1.347 2.086  0.38
H -5.399 2.663 2.455  0.30
H -6.103 2.526 0.803  0.32
H -1.675 3.908 -0.819  0.24
H -2.859 5.216 -1.183  0.41
H -2.355 5.004 0.473  0.21
H -3.522 2.453 -2.051  0.27
H -5.187 2.538 -1.340  0.20
H -4.509 3.956 -2.114  0.40
H -1.659 0.496 2.640  0.07
H -1.634 1.544 4.111  0.39
H -3.180 0.963 3.467  0.31
H -0.337 3.059 3.008  0.37
H -0.458 2.700 1.252  0.02
H -1.099 4.224 1.951  0.21



(8)
Density functional theory data (ωB97M-V with the def2-TZVPD basis set) for a structure of composition C10H20NNaO3P in a non-equilibrium geometry.

Values from the calculation:
orbital gap	7.014	eV
total charge	+1

Each line ends with the Mulliken charge.
Cartesian coordinates (Å):
C 3.461 0.887 0.491  -0.74
C 2.784 -0.158 0.966  -0.84
C 1.289 -0.099 1.072  0.58
O 0.754 0.185 2.124  -0.45
O 0.651 -0.325 -0.105  0.19
C -0.249 -1.455 -0.109  1.11
C -0.625 -1.737 -1.574  -1.75
C -1.510 -1.260 0.724  -1.36
C -2.382 -0.058 0.314  -0.73
C -2.058 1.266 1.014  -0.87
C -1.154 2.321 0.324  -0.57
C -0.885 2.235 -1.180  -0.48
N 0.562 2.276 -1.540  -0.66
P 0.554 -3.009 0.485  0.23
O 0.846 -3.021 1.927  -0.63
H 4.347 0.784 -0.121  0.23
H 3.131 1.898 0.674  0.38
H 3.267 -1.046 1.351  0.51
H -0.345 -2.755 -1.844  0.61
H -0.096 -1.086 -2.255  0.23
H -1.689 -1.691 -1.727  0.35
H -2.103 -2.159 0.588  0.59
H -1.255 -1.225 1.776  0.58
H -3.369 -0.343 0.657  0.41
H -2.461 -0.006 -0.764  0.38
H -1.602 1.014 1.962  0.28
H -2.992 1.739 1.283  0.49
H -1.582 3.293 0.524  0.52
H -0.199 2.344 0.841  0.24
H -1.325 1.386 -1.691  0.25
H -1.311 3.113 -1.648  0.38
H 0.756 1.439 -2.069  0.31
H 1.115 2.171 -0.700  0.09
H 1.666 -3.293 -0.344  0.09
H -0.411 -3.992 0.184  0.14
Na 4.419 0.368 -1.611  0.91